(1)
Entry from OMol25: C55H46F3N4OPPdSSb as an isolated structure (wB97M-V/def2-TZVPD).

Output
**Orbital gap (spin up / spin down)**: 7.7 / 5.5 eV
**E_HOMO (spin up / spin down)**: -15.428 / -15.865 eV
**2S+1**: 5
**Energy relative to the best compared isomer or geometry (same formula, charge and spin)**: 0.00 kJ/mol
**LUMO level (spin up / spin down)**: -7.716 / -10.322 eV
**Net charge**: +3

Cartesian coordinates (Å):
C  3.75  -2.10  -1.50
C  -0.30  -4.56  2.63
C  0.00  1.26  -4.56
C  -1.64  -1.04  4.29
H  -3.50  1.99  4.62
C  -1.99  -2.40  0.03
C  -4.91  3.33  3.72
H  -5.01  4.19  0.44
C  -3.29  -2.79  4.21
C  -1.07  -3.17  -5.54
C  5.13  -2.05  -3.93
H  -1.69  -2.71  5.63
H  3.27  3.26  -5.12
C  -0.44  3.50  -1.09
H  -1.34  3.82  3.61
C  1.20  3.03  -5.61
H  3.25  1.35  -3.54
H  0.14  -3.60  -1.89
H  -3.55  -3.84  0.35
C  -2.16  -2.24  4.78
C  -3.23  -2.97  -0.21
C  3.86  -1.50  -3.84
C  1.17  0.88  -3.89
H  2.75  3.51  -1.16
C  -0.88  -4.51  -3.52
H  3.22  -2.13  -0.56
C  -0.46  3.23  3.84
O  1.34  1.55  -0.57
S  0.84  2.88  0.03
C  -3.56  2.86  1.33
H  -1.40  -3.09  -6.57
H  5.49  -3.12  -0.72
H  2.57  3.53  5.34
H  5.39  -1.67  3.40
H  -2.15  -4.72  1.56
C  4.51  -1.39  2.83
H  -4.26  -0.81  -2.60
C  -0.21  -3.47  -2.91
C  -1.05  -2.94  1.05
H  -1.12  4.08  -0.47
N  -1.25  0.90  0.95
C  -3.14  2.26  2.50
F  1.22  4.06  -6.44
H  -3.05  2.66  0.40
N  0.06  -2.23  1.25
H  -6.19  4.61  2.57
C  2.37  2.69  -4.94
C  2.26  -1.82  2.14
C  0.76  1.15  3.74
H  0.54  4.86  4.82
F  -1.95  -5.33  -5.43
C  0.01  2.34  -5.43
Sb  1.19  -0.80  -2.64
H  -5.44  3.51  4.65
C  -5.33  3.95  2.55
C  4.51  -0.25  2.05
C  -3.92  -2.16  3.14
C  -2.27  -0.41  3.22
C  0.86  -3.83  2.80
H  5.38  0.39  1.98
H  -3.92  -0.46  1.83
H  -0.87  2.64  -5.98
H  -0.92  0.70  -4.43
H  3.30  0.94  0.72
H  -0.97  2.63  -1.47
C  -3.82  2.48  3.70
C  5.68  -2.62  -2.79
F  6.89  -3.15  -2.86
C  2.35  1.62  -4.07
H  -4.83  -2.59  2.71
C  5.02  -2.65  -1.58
H  0.85  5.88  -0.71
C  -4.06  -2.41  -1.16
H  2.70  1.15  4.66
H  3.37  -3.09  3.47
H  5.68  -2.06  -4.86
C  2.07  4.10  -0.54
C  -3.64  -1.28  -1.85
H  -0.45  -5.48  3.18
H  -0.45  5.02  -2.64
C  -0.38  1.89  3.46
H  -2.02  0.11  -2.06
H  1.62  -4.18  3.49
H  0.82  0.11  3.45
C  1.03  -2.65  2.08
H  -5.03  -2.85  -1.36
C  3.36  0.06  1.35
C  0.04  -2.29  -3.60
P  -1.72  1.16  2.52
C  1.82  1.74  4.42
C  0.61  3.82  4.51
C  -1.30  -4.34  -4.83
C  3.18  -1.52  -2.62
H  2.61  4.49  0.32
H  3.42  -1.06  -4.73
C  -3.41  -0.97  2.64
C  1.74  3.07  4.80
C  1.32  5.14  -1.37
N  2.27  -0.70  1.39
H  0.73  3.73  -2.89
H  2.01  5.67  -2.02
Pd  0.35  -0.31  0.30
C  -0.40  -2.14  -4.91
C  -1.26  -4.13  1.73
C  0.26  4.37  -2.14
C  3.37  -2.18  2.88
N  -1.58  -1.32  -0.65
H  -0.78  -0.60  4.77
H  -0.19  -1.23  -5.47
C  -2.39  -0.77  -1.55
H  -1.07  -5.45  -3.02
C  -4.66  3.71  1.35
H  -3.71  -3.71  4.61



(2)
Entry from OMol25: a 10-piece molecular cluster, C55H47Cl2F9 overall (wB97M-V/def2-TZVPD).

Output
**Orbital gap**: 9.3 eV
**SMILES**: Fc1ccccc1.Fc1ccccc1.Fc1ccccc1.Fc1ccccc1.Fc1ccccc1.Fc1ccccc1.Fc1ccccc1.Fc1ccccc1.Fc1ccccc1.ClCCl
**E_HOMO**: -8.971 eV
**LUMO level**: 0.373 eV

Cartesian coordinates (Å):
C  -1.31  -1.33  -4.91
F  3.72  -5.30  -5.90
H  -0.52  1.46  -3.78
C  -3.35  -2.52  6.17
H  -4.01  -2.77  2.39
C  1.82  -6.06  1.55
C  -1.69  -3.56  -5.72
C  2.74  -4.55  -3.92
C  2.51  -5.09  0.82
H  2.05  4.84  -3.44
F  -4.11  2.54  6.70
H  -5.23  -1.53  6.28
C  4.91  1.61  -1.39
F  3.19  -2.86  0.45
H  0.34  0.31  -2.20
C  1.82  -3.37  2.32
C  2.44  -3.52  -3.03
C  -1.38  4.69  -3.59
F  1.98  2.31  -3.49
H  3.10  -5.40  -0.04
C  -3.66  3.96  0.68
H  -5.64  -1.57  3.89
H  1.37  5.82  2.68
H  -1.41  -3.33  5.74
H  -0.21  1.80  1.80
F  -1.68  -3.55  3.10
C  -0.22  -2.08  -6.94
C  4.55  3.76  -0.37
F  0.26  0.02  -6.07
C  -4.31  1.42  1.54
C  4.05  2.61  -0.96
H  -0.49  -2.36  0.99
C  2.50  -3.76  1.17
C  3.76  -2.98  -5.43
H  -1.98  3.03  -0.26
H  -1.98  0.08  3.58
C  -2.59  -3.11  3.98
H  0.34  2.26  -0.61
C  -3.79  -2.66  3.44
C  -4.49  -1.95  5.62
F  -4.63  0.21  2.02
C  -0.15  -1.12  -0.75
C  0.10  1.25  -0.28
H  -0.11  6.31  -3.52
H  0.53  -1.93  -7.71
C  -3.05  1.21  5.05
C  5.93  3.85  -0.13
C  -4.80  3.77  1.46
C  -5.14  2.49  1.87
C  1.01  -4.26  2.97
C  -0.37  2.51  -3.57
H  -2.15  -4.53  -5.56
H  -2.60  -2.72  -3.92
H  -1.45  -0.54  -4.19
C  -0.79  1.06  6.63
C  0.06  0.19  -1.15
C  -1.50  3.29  -3.61
H  1.79  -2.35  2.71
H  -5.27  4.66  1.85
C  -3.18  1.60  0.76
F  -0.28  -2.05  -1.70
C  1.05  -5.61  2.62
C  0.88  3.09  -3.53
C  -0.77  -3.35  -6.72
C  -4.71  -2.00  4.23
H  -0.32  -0.51  2.54
H  3.80  -0.91  -4.71
C  -1.91  1.77  7.09
Cl  0.64  4.53  0.86
H  -3.20  -2.50  7.24
H  -3.39  4.97  0.43
H  -0.43  -4.12  -7.40
H  2.41  -1.36  -2.81
H  3.90  4.58  -0.10
Cl  0.36  7.43  1.31
H  0.44  -6.39  3.08
H  4.29  -2.67  -6.32
H  1.77  -7.09  1.21
H  -2.44  2.78  -3.82
C  -3.04  1.87  6.27
H  -6.08  2.14  2.28
H  -2.51  0.76  0.72
H  1.93  -3.67  -2.09
H  4.54  0.68  -1.80
H  -1.90  2.28  8.04
C  -0.83  0.52  5.37
H  0.52  -3.97  3.89
C  -1.93  0.61  4.52
C  -2.38  -3.04  5.34
C  -0.10  5.23  -3.49
H  -3.97  1.19  4.47
C  1.35  5.96  1.61
C  2.79  -2.21  -3.38
F  7.10  0.79  -1.63
C  6.79  2.85  -0.54
H  0.11  0.95  7.22
C  3.49  -1.94  -4.55
C  1.04  4.46  -3.53
C  -1.93  -2.56  -4.75
C  -0.47  -1.12  -6.01
H  2.33  -5.54  -3.77
H  0.03  -0.04  5.00
C  -0.35  -1.37  0.60
H  7.87  2.88  -0.43
H  -2.28  5.24  -3.82
C  3.43  -4.27  -5.10
H  6.33  4.73  0.36
H  3.00  2.40  -1.04
C  6.26  1.72  -1.15
H  2.36  6.03  1.20
C  -2.87  2.87  0.33
C  -0.13  1.01  1.07
C  -0.21  -0.31  1.48



(3)
Entry from OMol25: C55H47GeN4O2S2TeTi as an isolated structure (wB97M-V/def2-TZVPD).

Output
**Orbital gap**: 5.2 eV
**E_HOMO**: -4.653 eV
**Energy relative to the best compared isomer or geometry (same formula, charge and spin)**: 0.00 kJ/mol
**LUMO level**: 0.532 eV
**Net charge**: -1

Cartesian coordinates (Å):
C  -0.96  0.98  5.48
S  2.26  1.16  -0.23
Ge  -0.77  -0.48  1.43
H  3.43  1.92  -4.21
H  2.88  2.63  -2.67
C  -2.85  1.45  -1.77
C  -1.11  2.74  -5.53
C  -0.64  -4.83  1.62
C  -2.35  3.78  -1.05
C  4.35  -0.95  5.22
H  3.55  3.64  0.28
C  -5.74  -3.07  -2.81
H  1.22  -3.29  3.42
C  3.03  -2.26  3.69
H  -4.72  2.44  3.20
H  -2.63  0.54  -4.98
C  3.00  -3.59  -1.63
H  5.80  -1.02  1.04
C  -1.71  -5.17  2.47
C  -3.70  -2.64  -3.78
C  2.83  2.73  -3.75
C  5.38  -0.20  1.62
H  2.41  -2.29  -4.71
C  -2.76  0.05  1.69
H  -1.75  5.89  -0.85
H  -3.63  1.37  -1.02
H  3.32  3.65  -3.98
H  -3.41  3.99  -1.11
C  1.41  2.73  -4.31
H  -1.56  0.83  6.35
C  1.06  3.76  -5.23
H  1.79  4.58  -5.37
H  -3.36  1.79  -2.69
H  -2.45  1.94  2.70
H  3.05  -4.49  -3.61
H  6.24  0.41  1.92
N  1.97  -1.40  -1.49
O  4.00  -3.37  0.79
C  4.99  -0.35  4.12
H  4.64  -0.64  6.24
H  -1.61  -0.09  -3.73
H  -2.39  0.47  -1.86
H  5.78  0.36  4.27
C  -1.10  -2.42  2.00
C  2.67  -2.40  -0.91
C  -0.14  4.52  -0.55
C  0.32  3.15  -0.63
C  0.03  1.96  5.49
H  -3.04  -2.35  -4.61
H  -0.43  4.61  -6.41
H  1.55  1.15  2.61
H  2.49  -4.25  4.12
Te  -1.32  -2.46  -1.81
H  -2.07  2.80  -5.99
C  -1.48  4.81  -0.79
H  -3.26  -4.39  3.78
H  -1.97  -0.53  4.38
C  0.96  2.02  4.45
C  0.79  1.11  3.39
N  0.82  0.77  -3.06
H  0.45  6.57  -0.27
C  -1.14  0.15  4.37
O  1.90  -0.08  -4.87
C  3.36  -1.90  5.00
H  -6.56  0.77  2.46
C  -1.88  2.47  -1.23
C  -0.28  0.22  3.26
C  2.39  -2.44  -3.64
H  2.93  5.99  0.15
C  2.29  -3.48  3.40
C  -0.20  3.77  -5.79
Ti  0.36  0.22  -1.02
C  1.68  2.84  -0.35
C  -2.12  -2.81  2.87
C  0.82  5.54  -0.29
C  -2.42  -4.18  3.10
C  -3.19  1.20  2.34
C  -0.76  1.65  -4.73
C  -5.15  -0.54  1.52
C  4.65  -0.67  2.83
C  2.81  -3.60  -3.01
N  2.88  -1.49  1.40
C  -5.07  -2.80  -3.98
H  4.72  0.36  0.95
H  3.33  -4.49  -1.06
C  2.57  3.89  -0.09
H  1.80  2.70  4.46
C  -3.29  -2.83  -2.44
H  -6.80  -3.09  -2.57
H  2.82  -2.34  5.82
C  -5.52  0.62  2.20
H  -3.52  -1.65  0.64
C  -0.36  -3.48  1.38
H  2.51  -3.85  2.43
C  3.22  -2.42  0.51
H  -0.08  -5.59  1.08
C  1.58  -0.18  -3.66
H  -1.09  -0.31  -5.45
H  -5.56  -2.70  -4.96
H  -1.92  -6.22  2.71
N  -0.59  2.14  -0.97
C  2.16  5.24  -0.07
H  -5.90  -1.24  1.15
C  -3.77  -0.80  1.25
C  -1.56  0.37  -4.72
C  0.43  1.77  -3.99
H  0.02  2.71  6.29
H  0.42  -3.14  0.68
C  3.53  -1.50  2.60
C  -4.51  1.51  2.62
C  1.89  -1.38  -2.86
S  -4.68  -3.23  -1.46
H  -2.70  -2.06  3.37